The following is a DFT calculation (the ωB97M-V functional and the def2-TZVPD basis) of 15 unconnected molecules or ions with the total composition C60H165N15O15.

```
! RIJCOSX wB97M-V def2-TZVPD def2/J DEFGRID3
* xyz 0 1
C 3.76 2.75 2.89
C 4.50 2.44 4.16
C 3.99 1.13 4.88
O 2.61 1.18 5.29
C 2.36 1.91 6.44
N 5.95 2.35 3.84
H 2.78 3.04 3.23
H 3.76 1.83 2.30
H 4.27 3.47 2.25
H 4.38 3.27 4.85
H 4.59 0.96 5.80
H 3.99 0.36 4.10
H 1.28 1.86 6.62
H 2.70 2.95 6.30
H 2.92 1.35 7.24
H 6.16 1.38 3.55
H 6.53 2.41 4.72
C -0.85 6.16 0.98
C -1.11 4.64 1.29
C -0.70 4.36 2.73
O 0.71 4.51 2.80
C 1.26 4.90 4.07
N -2.56 4.37 1.23
H 0.16 6.51 1.14
H -1.59 6.72 1.56
H -1.14 6.21 -0.06
H -0.48 4.04 0.65
H -0.98 3.37 3.12
H -1.22 5.15 3.29
H 2.07 5.58 3.81
H 1.61 4.03 4.68
H 0.45 5.36 4.64
H -2.87 4.87 0.40
H -2.66 3.37 1.04
C -5.44 0.40 -0.26
C -5.39 -0.55 0.91
C -6.26 -1.77 0.75
O -5.70 -2.71 -0.17
C -6.63 -3.83 -0.41
N -3.99 -0.90 1.26
H -4.80 1.21 -0.12
H -6.43 0.83 -0.42
H -5.18 -0.17 -1.24
H -5.59 0.01 1.82
H -7.28 -1.52 0.49
H -6.33 -2.30 1.69
H -7.51 -3.43 -0.95
H -6.92 -4.26 0.56
H -6.11 -4.61 -0.99
H -3.77 -0.98 2.25
H -3.50 -1.57 0.65
C -5.78 1.33 -5.92
C -6.38 0.72 -4.63
C -5.49 -0.42 -4.11
O -4.29 0.15 -3.71
C -3.36 -0.90 -3.53
N -6.64 1.82 -3.69
H -6.52 2.03 -6.30
H -5.74 0.48 -6.58
H -4.83 1.82 -5.84
H -7.35 0.27 -4.92
H -5.32 -1.07 -5.03
H -5.97 -0.92 -3.27
H -3.75 -1.71 -2.92
H -2.52 -0.48 -2.96
H -3.09 -1.36 -4.49
H -7.06 1.50 -2.82
H -5.73 2.17 -3.45
C 4.02 -6.77 -0.58
C 2.85 -5.86 -0.33
C 2.42 -5.02 -1.54
O 3.40 -3.99 -1.80
C 3.34 -3.54 -3.18
N 1.72 -6.73 -0.06
H 3.86 -7.42 -1.48
H 4.27 -7.34 0.32
H 5.00 -6.26 -0.76
H 3.09 -5.29 0.58
H 1.39 -4.59 -1.36
H 2.27 -5.69 -2.39
H 2.47 -2.96 -3.47
H 3.38 -4.45 -3.84
H 4.24 -2.85 -3.34
H 0.99 -6.33 0.49
H 2.01 -7.58 0.41
C -1.54 -3.07 5.92
C -0.42 -4.11 6.07
C 0.86 -3.32 5.93
O 0.93 -2.81 4.61
C 2.14 -2.26 4.14
N -0.37 -4.76 7.36
H -1.44 -2.37 6.73
H -2.45 -3.66 5.92
H -1.44 -2.64 4.96
H -0.52 -4.85 5.23
H 1.77 -3.94 6.14
H 0.86 -2.60 6.72
H 2.75 -2.97 3.58
H 2.67 -1.82 4.96
H 1.88 -1.53 3.40
H -0.99 -5.60 7.28
H -0.88 -4.25 8.08
C 4.49 -1.71 0.85
C 5.88 -1.70 0.18
C 6.90 -1.08 1.04
O 6.63 0.25 1.50
C 6.86 1.26 0.46
N 6.41 -3.04 -0.11
H 3.66 -2.11 0.27
H 4.14 -0.67 1.14
H 4.47 -2.24 1.80
H 5.75 -1.23 -0.77
H 7.91 -1.15 0.59
H 6.97 -1.68 1.98
H 6.72 2.22 1.00
H 6.14 1.26 -0.39
H 7.89 1.20 0.12
H 5.75 -3.60 -0.64
H 6.50 -3.58 0.78
C -1.46 4.21 8.20
C -2.42 3.77 7.08
C -2.16 2.35 6.62
O -0.96 2.18 5.88
C -0.79 0.95 5.26
N -3.83 3.92 7.46
H -1.60 3.53 9.07
H -1.61 5.23 8.42
H -0.46 4.09 7.77
H -2.36 4.40 6.19
H -2.97 2.00 6.01
H -2.15 1.73 7.50
H -0.90 0.03 5.93
H 0.18 0.94 4.81
H -1.59 0.77 4.52
H -4.06 3.53 8.36
H -4.49 3.56 6.73
C 0.66 1.93 -4.77
C -0.86 2.18 -4.89
C -1.29 3.60 -4.80
O -1.04 4.08 -3.51
C -1.87 3.48 -2.56
N -1.35 1.66 -6.24
H 0.92 0.89 -4.62
H 1.02 2.58 -3.91
H 1.16 2.28 -5.70
H -1.30 1.64 -4.05
H -2.35 3.70 -5.06
H -0.78 4.29 -5.47
H -2.80 3.13 -3.06
H -2.20 4.28 -1.89
H -1.43 2.67 -1.99
H -2.37 1.63 -6.20
H -1.05 0.72 -6.38
C -1.28 -5.65 -1.69
C -2.13 -4.90 -0.68
C -1.33 -4.24 0.45
O -0.76 -5.15 1.36
C -0.30 -4.44 2.51
N -2.78 -3.72 -1.44
H -0.47 -6.38 -1.38
H -0.75 -4.95 -2.34
H -1.95 -6.16 -2.34
H -2.90 -5.59 -0.27
H -1.90 -3.43 0.94
H -0.49 -3.74 -0.08
H 0.21 -3.51 2.25
H 0.41 -5.07 3.01
H -1.13 -4.30 3.19
H -2.86 -3.84 -2.44
H -3.72 -3.60 -1.01
C -4.35 2.41 3.36
C -5.30 3.57 3.43
C -6.69 3.06 3.28
O -7.68 4.05 2.92
C -7.97 4.11 1.55
N -5.24 4.30 4.77
H -4.56 1.65 4.09
H -3.31 2.71 3.62
H -4.26 1.90 2.34
H -5.15 4.26 2.61
H -7.06 2.69 4.21
H -6.63 2.35 2.50
H -9.04 4.37 1.57
H -7.76 3.20 0.99
H -7.49 4.97 1.12
H -4.44 4.89 4.82
H -6.03 4.92 4.94
C 6.50 -0.17 -2.91
C 6.37 0.75 -4.16
C 5.12 0.50 -5.00
O 4.98 -0.95 -5.16
C 4.13 -1.26 -6.19
N 6.42 2.17 -3.72
H 5.62 -0.11 -2.31
H 7.37 0.23 -2.38
H 6.70 -1.17 -3.32
H 7.28 0.57 -4.77
H 5.18 0.90 -6.01
H 4.32 0.95 -4.46
H 3.65 -2.24 -6.01
H 4.71 -1.40 -7.10
H 3.30 -0.56 -6.30
H 5.58 2.38 -3.24
H 6.29 2.75 -4.53
C 2.46 4.46 -2.53
C 2.32 3.65 -1.24
C 3.58 2.82 -0.97
O 3.76 1.86 -1.96
C 2.94 0.68 -1.81
N 1.83 4.51 -0.16
H 2.71 5.53 -2.30
H 1.62 4.47 -3.17
H 3.21 4.07 -3.17
H 1.48 2.98 -1.32
H 3.55 2.35 -0.03
H 4.40 3.51 -1.09
H 2.85 0.17 -2.81
H 1.90 0.91 -1.47
H 3.33 -0.06 -1.14
H 1.82 3.95 0.71
H 2.46 5.26 0.05
C -0.70 -3.64 -5.38
C 0.23 -2.70 -6.21
C 1.01 -3.55 -7.32
O 1.97 -2.77 -7.96
C 2.64 -3.32 -9.08
N -0.48 -1.56 -6.82
H -1.48 -4.00 -6.04
H -1.14 -3.15 -4.48
H -0.13 -4.53 -5.04
H 0.98 -2.23 -5.53
H 0.29 -3.93 -8.08
H 1.50 -4.35 -6.77
H 2.00 -3.56 -9.92
H 3.15 -4.24 -8.79
H 3.48 -2.70 -9.42
H 0.08 -1.14 -7.54
H -1.38 -1.78 -7.25
C -0.11 0.41 1.97
C -0.18 0.70 0.48
C 0.32 -0.58 -0.16
O 0.02 -0.53 -1.56
C 0.48 -1.68 -2.19
N -1.61 0.98 0.19
H -0.58 1.19 2.59
H 0.94 0.30 2.25
H -0.65 -0.50 2.28
H 0.47 1.48 0.23
H -0.10 -1.53 0.21
H 1.41 -0.65 -0.05
H 1.59 -1.74 -2.24
H 0.22 -1.62 -3.25
H 0.08 -2.61 -1.78
H -2.17 0.21 0.59
H -1.72 0.97 -0.83
*
```

Computed properties:
relative energy (zero: lowest compared OMol25 entry of this formula, charge and spin)	92.7	kcal per mole
gap between HOMO and LUMO	0.3302	Eh
HOMO energy	-8.68	eV
energy	-117950.090	eV

The following is a DFT calculation (the ωB97M-V functional and the def2-TZVPD basis) of a single C2H5NO4 molecule.

```
! RIJCOSX wB97M-V def2-TZVPD def2/J DEFGRID3
* xyz 0 1
C -1.53 0.08 0.80
O -0.62 -0.82 0.15
C 0.58 -0.16 -0.13
O 1.71 -1.00 0.02
O 0.68 1.09 0.54
N 0.25 0.07 -1.54
O 0.82 -0.64 -2.33
H -1.46 0.27 1.87
H -2.49 -0.48 0.55
H -1.69 1.14 0.39
H 2.13 -0.86 -0.84
H 1.63 1.31 0.51
*
```

Computed properties:
relative energy (zero: lowest compared OMol25 entry of this formula, charge and spin)	120.9	kcal per mole
gap between HOMO and LUMO	0.3451	Eh
SMILES	COC(O)(O)N=O
HOMO energy	-9.72	eV
energy	-11831.549	eV

The following is a DFT calculation (the ωB97M-V functional and the def2-TZVPD basis) of a molecular structure, C14H41CuN7O5.

```
! RIJCOSX wB97M-V def2-TZVPD def2/J DEFGRID3
* xyz 2 2
Cu -3.35 20.16 18.80
C -3.36 16.78 18.80
O -3.38 18.01 18.94
N -4.16 15.94 19.51
N -2.49 16.15 17.92
H -3.90 14.97 19.44
H -4.83 16.28 20.17
H -2.88 15.42 17.35
H -1.81 16.75 17.48
C -3.06 23.50 18.26
O -3.29 22.38 18.70
N -2.16 23.77 17.25
N -3.66 24.60 18.80
H -1.52 23.14 16.81
H -2.29 24.64 16.77
H -4.22 24.42 19.62
H -3.21 25.50 18.70
C -6.54 19.86 21.83
C -5.84 19.30 20.56
C -6.94 18.67 19.74
O -6.52 18.24 18.47
C -7.59 17.70 17.74
N -5.15 20.46 19.90
H -7.13 19.08 22.31
H -7.17 20.70 21.55
H -5.78 20.23 22.52
H -5.09 18.58 20.88
H -7.81 19.33 19.67
H -7.26 17.80 20.34
H -8.28 18.41 17.28
H -8.19 17.00 18.34
H -7.18 17.10 16.92
H -4.80 21.03 20.66
H -5.84 20.98 19.34
C 0.91 19.54 18.30
C -0.55 19.55 18.75
C -0.69 20.45 19.96
O -2.03 20.49 20.44
C -2.07 21.34 21.60
N -1.48 20.03 17.68
H 1.24 20.55 18.08
H 1.02 18.95 17.38
H 1.52 19.05 19.06
H -0.85 18.55 19.06
H -0.35 21.46 19.69
H 0.00 20.12 20.74
H -3.09 21.30 21.99
H -1.87 22.39 21.38
H -1.43 20.93 22.37
H -1.38 19.31 16.97
H -1.16 20.87 17.21
C -5.04 20.56 14.62
C -5.01 20.98 16.11
C -6.40 21.42 16.51
O -6.43 21.88 17.85
C -6.90 23.23 17.97
N -4.53 19.88 16.95
H -5.61 21.27 14.03
H -5.44 19.55 14.46
H -4.02 20.53 14.23
H -4.33 21.84 16.13
H -7.09 20.58 16.44
H -6.72 22.24 15.86
H -7.96 23.27 17.70
H -6.37 23.88 17.27
H -6.82 23.61 18.99
H -3.90 19.26 16.46
H -5.33 19.32 17.26
*
```

Computed properties:
relative energy (zero: lowest compared OMol25 entry of this formula, charge and spin)	0.0	kcal per mole
gap between HOMO and LUMO (spin up / spin down)	0.3824 / 0.3214	Eh
HOMO energy (spin up / spin down)	-15.21 / -15.21	eV
energy	-80479.907	eV

The following is a DFT calculation (the ωB97M-V functional and the def2-TZVPD basis) of 2 unconnected molecules or ions with the total composition C16H30N3O5S.

```
! RIJCOSX wB97M-V def2-TZVPD def2/J DEFGRID3
* xyz 1 1
C -3.62 -3.67 1.87
C -2.11 -3.43 2.06
C -1.23 -4.14 1.04
C -1.60 -3.91 -0.43
C -1.06 -2.65 -1.08
N -1.90 -1.47 -0.75
N -3.03 -1.45 -1.45
C -3.88 -0.49 -1.20
C -3.66 0.52 -0.24
N -4.60 1.53 -0.04
C -2.45 0.49 0.45
C -2.10 1.55 1.45
O -0.85 2.07 1.11
C -0.18 2.69 2.20
C -1.58 -0.56 0.17
C -0.26 -0.68 0.87
O 0.73 -0.18 -0.01
O 1.68 0.56 0.75
H -4.08 -3.89 2.83
H -4.11 -2.77 1.50
H -3.83 -4.49 1.19
H -1.92 -2.36 2.09
H -1.82 -3.80 3.05
H -1.30 -5.22 1.23
H -0.17 -3.90 1.18
H -1.21 -4.74 -1.03
H -2.68 -3.93 -0.57
H -1.14 -2.75 -2.16
H -0.03 -2.42 -0.85
H -4.78 -0.50 -1.79
H -5.22 1.62 -0.83
H -5.17 1.38 0.78
H -2.87 2.33 1.43
H -2.11 1.11 2.46
H 0.65 3.25 1.79
H 0.20 1.94 2.90
H -0.85 3.37 2.73
H -0.27 -0.10 1.79
H -0.05 -1.72 1.12
H 2.32 -0.12 1.03
C 5.35 2.83 -3.09
C 3.85 2.82 -2.79
C 3.66 2.18 -1.41
S 5.17 2.50 -0.50
O 5.82 1.24 -0.24
O 4.90 3.42 0.58
C 6.03 3.34 -1.83
H 5.59 3.45 -3.95
H 5.69 1.81 -3.31
H 3.47 3.85 -2.77
H 3.28 2.29 -3.55
H 2.82 2.59 -0.85
H 3.55 1.09 -1.48
H 7.09 3.11 -1.76
H 5.87 4.41 -1.69
*
```

Computed properties:
gap between HOMO and LUMO	0.2877	Eh
HOMO energy	-12.06	eV
energy	-42611.184	eV

The following is a DFT calculation (the ωB97M-V functional and the def2-TZVPD basis) of 3 unconnected molecules or ions with the total composition C8H22N2.

```
! RIJCOSX wB97M-V def2-TZVPD def2/J DEFGRID3
* xyz 0 1
C 1.02 -2.48 -0.59
C 1.66 -1.69 -1.47
C 0.96 -0.75 -2.40
H 1.54 -3.27 -0.07
H -0.05 -2.41 -0.47
H 2.71 -1.86 -1.69
H -0.06 -0.57 -2.07
H 1.49 0.20 -2.41
H 0.96 -1.15 -3.41
C -1.75 -0.07 1.97
C -3.11 0.05 1.28
C -3.06 1.03 0.10
N -2.15 0.54 -0.93
H -1.47 0.88 2.44
H -1.78 -0.82 2.76
H -0.99 -0.32 1.24
H -3.42 -0.93 0.91
H -3.86 0.39 2.00
H -4.09 1.18 -0.26
H -2.68 1.99 0.45
H -2.50 -0.34 -1.30
H -2.11 1.19 -1.70
C 1.30 1.57 0.22
N 2.02 0.32 0.33
C 3.37 0.47 0.81
H 1.25 2.12 1.18
H 1.80 2.20 -0.51
H 0.28 1.36 -0.11
H 1.50 -0.36 0.92
H 3.44 0.98 1.79
H 3.83 -0.51 0.90
H 3.94 1.06 0.09
*
```

Computed properties:
relative energy (zero: lowest compared OMol25 entry of this formula, charge and spin)	25.2	kcal per mole
gap between HOMO and LUMO	0.3333	Eh
SMILES	C=CC.CCCN.CNC
HOMO energy	-8.06	eV
energy	-11631.715	eV

The following is a DFT calculation (the ωB97M-V functional and the def2-TZVPD basis) of 9 unconnected molecules or ions with the total composition C6H30O8.

```
! RIJCOSX wB97M-V def2-TZVPD def2/J DEFGRID3
* xyz 0 1
C 1.52 0.47 -2.62
C 0.24 0.33 -1.80
C 0.21 -0.96 -0.97
C 1.24 -0.91 0.16
C -1.21 -1.19 -0.41
C -1.47 -2.65 -0.09
H 2.40 0.71 -2.02
H 1.74 -0.43 -3.21
H 1.45 1.30 -3.35
H -0.61 0.30 -2.49
H 0.19 1.17 -1.11
H 0.43 -1.83 -1.60
H 2.21 -0.59 -0.23
H 1.33 -1.88 0.65
H 0.97 -0.19 0.93
H -1.40 -0.58 0.48
H -1.99 -0.85 -1.09
H -0.71 -3.12 0.54
H -2.45 -2.78 0.40
H -1.56 -3.27 -0.99
O 2.36 -3.03 -2.42
H 3.16 -3.39 -2.78
H 2.61 -2.23 -1.95
O 0.69 2.96 1.45
H 0.25 2.56 2.24
H -0.05 3.25 0.87
O 2.88 1.59 0.39
H 3.48 2.33 0.41
H 2.01 1.97 0.72
O -0.77 -0.65 3.89
H -1.59 -0.98 3.51
H -0.07 -1.02 3.35
O -3.08 2.33 2.16
H -2.28 2.18 2.71
H -3.63 2.98 2.63
O -1.62 3.48 0.08
H -2.21 3.08 0.77
H -1.72 2.92 -0.70
O -0.51 -3.17 -3.57
H -0.73 -2.24 -3.43
H 0.42 -3.27 -3.31
O -0.80 1.97 3.60
H -0.79 0.99 3.72
H -0.54 2.34 4.45
*
```

Computed properties:
relative energy (zero: lowest compared OMol25 entry of this formula, charge and spin)	0.0	kcal per mole
gap between HOMO and LUMO	0.3923	Eh
SMILES	CCC(C)CC.O.O.O.O.O.O.O.O
HOMO energy	-10.58	eV
energy	-23090.047	eV

Copy entry 6 word for word.
The following is a DFT calculation (the ωB97M-V functional and the def2-TZVPD basis) of 9 unconnected molecules or ions with the total composition C6H30O8.

```
! RIJCOSX wB97M-V def2-TZVPD def2/J DEFGRID3
* xyz 0 1
C 1.52 0.47 -2.62
C 0.24 0.33 -1.80
C 0.21 -0.96 -0.97
C 1.24 -0.91 0.16
C -1.21 -1.19 -0.41
C -1.47 -2.65 -0.09
H 2.40 0.71 -2.02
H 1.74 -0.43 -3.21
H 1.45 1.30 -3.35
H -0.61 0.30 -2.49
H 0.19 1.17 -1.11
H 0.43 -1.83 -1.60
H 2.21 -0.59 -0.23
H 1.33 -1.88 0.65
H 0.97 -0.19 0.93
H -1.40 -0.58 0.48
H -1.99 -0.85 -1.09
H -0.71 -3.12 0.54
H -2.45 -2.78 0.40
H -1.56 -3.27 -0.99
O 2.36 -3.03 -2.42
H 3.16 -3.39 -2.78
H 2.61 -2.23 -1.95
O 0.69 2.96 1.45
H 0.25 2.56 2.24
H -0.05 3.25 0.87
O 2.88 1.59 0.39
H 3.48 2.33 0.41
H 2.01 1.97 0.72
O -0.77 -0.65 3.89
H -1.59 -0.98 3.51
H -0.07 -1.02 3.35
O -3.08 2.33 2.16
H -2.28 2.18 2.71
H -3.63 2.98 2.63
O -1.62 3.48 0.08
H -2.21 3.08 0.77
H -1.72 2.92 -0.70
O -0.51 -3.17 -3.57
H -0.73 -2.24 -3.43
H 0.42 -3.27 -3.31
O -0.80 1.97 3.60
H -0.79 0.99 3.72
H -0.54 2.34 4.45
*
```

Computed properties:
relative energy (zero: lowest compared OMol25 entry of this formula, charge and spin)	0.0	kcal per mole
gap between HOMO and LUMO	0.3923	Eh
SMILES	CCC(C)CC.O.O.O.O.O.O.O.O
HOMO energy	-10.58	eV
energy	-23090.047	eV